This record from the Open Molecules 2025 dataset describes a structure of composition C22H45N3OPPtS3Si. The level of theory is ωB97M-V/def2-TZVPD.

CARTESIAN COORDINATES (ANGSTROEM)
Pt 0.954 1.618 -0.142
S 2.007 5.283 -2.660
C 1.539 3.931 -1.819
S 0.374 4.007 -0.561
S 2.137 2.372 -2.213
C 1.340 1.269 3.449
Si 2.182 0.974 1.715
C 3.951 1.808 1.959
C 3.699 3.298 2.181
C 4.813 1.675 0.706
C 4.719 1.240 3.151
C 2.207 -1.010 1.564
C 3.140 -1.444 0.438
C 0.788 -1.415 1.172
C 2.594 -1.767 2.830
H 1.924 0.854 4.266
H 0.346 0.832 3.486
H 1.221 2.332 3.633
H 3.159 3.708 1.332
H 4.639 3.845 2.292
H 3.099 3.468 3.071
H 4.267 2.044 -0.158
H 5.080 0.640 0.515
H 5.736 2.253 0.805
H 4.118 1.277 4.056
H 5.635 1.807 3.335
H 4.999 0.204 2.971
H 2.933 -0.871 -0.463
H 3.013 -2.506 0.214
H 4.178 -1.282 0.711
H 0.505 -0.918 0.236
H 0.072 -1.132 1.942
H 0.718 -2.495 1.022
H 3.591 -1.486 3.158
H 2.591 -2.846 2.642
H 1.898 -1.565 3.640
O -0.943 1.016 -1.759
P -1.804 -0.112 -1.406
N -1.107 -1.579 -1.737
C 0.052 -1.692 -2.611
C 0.517 -3.121 -2.363
C -0.818 -3.855 -2.238
C -1.637 -2.882 -1.390
N -3.283 -0.199 -2.265
C -3.179 -0.495 -3.689
C -4.557 -0.112 -4.208
C -4.810 1.204 -3.472
C -4.134 0.984 -2.110
N -2.285 -0.104 0.180
C -3.275 -0.985 0.769
C -3.714 -0.280 2.055
C -2.491 0.567 2.415
C -2.005 1.036 1.049
H 0.794 -0.930 -2.365
H -0.232 -1.568 -3.667
H 1.056 -3.172 -1.418
H 1.148 -3.505 -3.160
H -0.735 -4.837 -1.774
H -1.276 -3.967 -3.224
H -1.463 -3.079 -0.325
H -2.713 -2.939 -1.583
H -2.945 -1.551 -3.843
H -2.405 0.115 -4.176
H -5.284 -0.861 -3.889
H -4.600 -0.009 -5.291
H -5.871 1.432 -3.372
H -4.326 2.026 -4.002
H -4.874 0.787 -1.324
H -3.542 1.856 -1.816
H -2.823 -1.954 1.015
H -4.103 -1.164 0.078
H -3.977 -0.996 2.834
H -4.575 0.369 1.869
H -1.733 -0.053 2.899
H -2.727 1.398 3.079
H -0.919 1.289 1.021
H -2.570 1.921 0.736

Output
Orbital gap (spin up / spin down) (eV): 4.487 / 4.469
Net charge: -1
Spin multiplicity: 1
Highest occupied orbital energy (spin up / spin down) (eV): -2.83 / -2.83
LUMO energy (spin up / spin down) (Eh): 0.06079 / 0.06018

=====

This record from the Open Molecules 2025 dataset describes a structure of composition C22H45O14V. The level of theory is ωB97M-V/def2-TZVPD.

CARTESIAN COORDINATES (ANGSTROEM)
V -1.945 -1.603 -2.283
C 0.277 -0.484 0.137
O -0.684 -1.058 -0.660
H 0.367 0.592 -0.016
H 0.231 -0.705 1.203
H 1.306 -0.707 -0.144
C -2.720 2.021 -0.591
O -4.087 1.663 -0.785
C -4.411 0.446 -1.206
O -3.617 -0.488 -1.528
O -5.734 0.275 -1.284
C -6.653 1.208 -0.770
H -2.150 1.885 -1.510
H -2.338 1.416 0.231
H -2.576 3.066 -0.317
H -7.652 0.951 -1.123
H -6.422 2.228 -1.074
H -6.769 1.200 0.314
C -1.075 -4.119 -5.723
O 0.215 -4.004 -5.071
C 0.352 -3.331 -3.908
O -0.528 -2.679 -3.382
O 1.607 -3.562 -3.538
C 2.158 -2.949 -2.354
H -1.461 -3.100 -5.736
H -1.771 -4.834 -5.285
H -1.086 -4.463 -6.758
H 1.699 -1.979 -2.163
H 3.217 -2.842 -2.589
H 2.117 -3.695 -1.560
C 0.691 6.173 -0.494
O 1.206 5.050 -1.151
C 0.463 4.140 -1.741
O -0.761 4.168 -1.815
O 1.296 3.200 -2.233
C 0.759 2.097 -2.908
H 1.555 6.803 -0.282
H 0.226 6.072 0.487
H -0.017 6.722 -1.115
H 0.007 2.425 -3.625
H 0.175 1.544 -2.171
H 1.457 1.455 -3.444
C 2.165 -3.876 5.682
C 2.663 -2.558 5.068
O 3.809 -2.221 5.157
C 1.553 -1.637 4.519
H 2.979 -4.466 6.103
H 1.693 -4.488 4.913
H 1.396 -3.626 6.412
H 0.722 -1.499 5.210
H 1.135 -2.038 3.595
H 1.935 -0.653 4.248
C 3.551 0.311 -1.631
C 3.896 0.050 -3.062
O 3.189 -0.624 -3.842
C 5.208 0.613 -3.584
H 4.484 0.442 -1.082
H 3.131 -0.576 -1.157
H 2.885 1.166 -1.517
H 6.064 0.451 -2.928
H 5.026 1.688 -3.559
H 5.429 0.245 -4.586
C 2.036 1.777 3.382
C 0.530 1.962 3.402
O -0.218 1.367 4.171
C -0.018 2.763 2.202
H 2.616 2.678 3.177
H 2.357 1.072 2.615
H 2.354 1.394 4.352
H -0.997 2.435 1.851
H 0.670 2.656 1.364
H -0.071 3.795 2.552
C -2.337 -1.080 3.533
C -3.314 -2.136 3.160
O -4.185 -2.545 3.885
C -3.264 -2.560 1.719
H -1.308 -1.404 3.691
H -2.493 -0.704 4.544
H -2.325 -0.373 2.703
H -3.822 -1.948 1.010
H -3.753 -3.504 1.477
H -2.296 -2.548 1.219

Output
Orbital gap (spin up / spin down) (eV): 2.320 / 4.226
Net charge: +2
Spin multiplicity: 3
Highest occupied orbital energy (spin up / spin down) (eV): -13.04 / -13.04
LUMO energy (spin up / spin down) (Eh): -0.39379 / -0.32390

=====

This record from the Open Molecules 2025 dataset describes a structure of composition C22H45O14Zn. The level of theory is ωB97M-V/def2-TZVPD.

CARTESIAN COORDINATES (ANGSTROEM)
Zn 30.305 27.983 -2.082
C 29.752 24.736 -2.351
O 29.720 26.121 -2.513
H 30.692 24.243 -2.622
H 29.629 24.411 -1.307
H 28.921 24.269 -2.890
C 27.431 27.633 -4.878
O 26.690 28.141 -3.771
C 27.345 28.743 -2.799
O 28.555 28.738 -2.691
O 26.555 29.358 -1.972
C 25.143 29.336 -2.098
H 28.213 26.975 -4.493
H 27.858 28.456 -5.447
H 26.826 27.024 -5.544
H 24.774 28.432 -1.616
H 24.721 29.487 -3.090
H 24.715 30.180 -1.557
C 29.056 20.767 -1.174
O 28.071 20.237 -0.293
C 28.450 19.821 0.912
O 29.578 19.829 1.347
O 27.374 19.408 1.547
C 27.462 19.179 2.948
H 29.816 20.041 -1.463
H 29.514 21.629 -0.687
H 28.658 21.095 -2.132
H 26.502 18.968 3.404
H 27.893 20.064 3.422
H 28.167 18.377 3.167
C 26.811 23.547 0.338
O 26.218 24.043 -0.870
C 25.949 23.159 -1.908
O 25.775 21.982 -1.816
O 25.787 23.797 -3.041
C 25.982 25.178 -3.250
H 27.888 23.474 0.181
H 26.375 22.583 0.598
H 26.556 24.329 1.049
H 25.593 25.504 -4.211
H 27.006 25.536 -3.145
H 25.366 25.700 -2.514
C 33.229 28.249 -5.209
C 31.748 28.193 -5.020
O 31.275 28.100 -3.890
C 30.817 28.105 -6.207
H 33.554 29.173 -5.687
H 33.614 27.358 -5.706
H 33.664 28.235 -4.209
H 30.094 27.310 -6.042
H 31.427 27.891 -7.081
H 30.267 29.048 -6.191
C 32.928 22.534 2.551
C 31.773 23.515 2.566
O 31.765 24.452 3.323
C 30.818 23.381 1.390
H 32.570 21.548 2.858
H 33.753 22.879 3.165
H 33.240 22.411 1.511
H 31.282 23.818 0.498
H 29.914 23.975 1.516
H 30.644 22.343 1.107
C 33.483 24.025 -2.309
C 33.857 22.667 -2.809
O 34.830 22.481 -3.505
C 32.855 21.538 -2.656
H 33.248 24.677 -3.151
H 34.369 24.455 -1.835
H 32.699 24.008 -1.554
H 32.856 21.165 -1.630
H 33.207 20.719 -3.282
H 31.876 21.844 -3.030
C 31.400 21.858 -6.315
C 31.735 23.224 -6.856
O 32.126 23.369 -7.992
C 31.608 24.403 -5.943
H 31.469 21.145 -7.141
H 30.335 21.854 -6.067
H 32.088 21.427 -5.590
H 32.376 25.161 -6.083
H 31.589 24.115 -4.892
H 30.646 24.846 -6.223

Output
Energy relative to the best compared isomer or geometry (same formula, charge and spin) (kJ/mol): 146.11
Orbital gap (eV): 6.116
Net charge: +1
Spin multiplicity: 1
Highest occupied orbital energy (eV): -11.47
LUMO energy (Eh): -0.19678

=====

This record from the Open Molecules 2025 dataset describes a cluster of 7 separate species, C22H46BN3O24S7 in total. The level of theory is ωB97M-V/def2-TZVPD.

CARTESIAN COORDINATES (ANGSTROEM)
C 6.172 -3.121 1.998
C 5.767 -3.954 1.055
C 5.474 -4.957 -0.159
C 5.226 -4.205 -1.590
C 3.696 -3.694 -1.701
B 3.545 -2.040 -1.735
C 2.248 -1.471 -2.549
C 1.032 -0.950 -1.618
C 0.600 -1.981 -0.438
S -1.279 -1.865 -0.238
C 4.691 -1.154 -0.990
C 4.380 0.426 -0.863
N 3.331 0.756 0.184
N 4.125 1.114 -2.178
N 5.664 1.067 -0.334
H 6.530 -2.200 2.593
H 4.555 -5.638 0.065
H 6.376 -5.681 -0.235
H 6.025 -3.420 -1.841
H 5.346 -5.048 -2.390
H 3.312 -4.037 -2.751
H 2.991 -4.190 -0.935
H 1.820 -2.337 -3.209
H 2.519 -0.626 -3.306
H 0.098 -0.863 -2.314
H 1.186 0.102 -1.176
H 1.028 -1.693 0.590
H 0.828 -3.058 -0.769
H -1.830 -2.193 -1.496
H 5.744 -1.268 -1.479
H 4.756 -1.562 0.105
H 3.229 -0.020 0.861
H 3.723 1.579 0.696
H 4.662 1.991 -2.259
H 3.108 1.260 -2.302
H 6.371 0.811 -1.046
H 5.929 0.656 0.575
C -3.108 0.613 -2.461
C -2.990 1.346 -1.132
O -3.353 2.697 -1.421
S -4.461 2.705 -2.609
O -5.762 2.812 -2.011
O -4.006 3.583 -3.647
O -4.257 1.170 -3.102
H -2.237 0.805 -3.096
H -3.230 -0.463 -2.329
H -1.985 1.297 -0.720
H -3.701 0.954 -0.402
C -3.392 -3.342 3.304
C -3.283 -2.631 4.645
O -3.646 -1.277 4.379
S -4.748 -1.249 3.184
O -6.052 -1.153 3.778
O -4.290 -0.353 2.166
O -4.537 -2.776 2.668
H -2.519 -3.139 2.677
H -3.514 -4.421 3.417
H -2.278 -2.685 5.064
H -4.000 -3.037 5.367
C -1.397 3.805 3.456
C -2.829 4.319 3.383
O -3.470 3.494 2.410
S -2.817 2.007 2.463
O -3.661 1.171 3.265
O -2.403 1.644 1.137
O -1.498 2.385 3.334
H -0.801 4.178 2.618
H -0.911 4.073 4.393
H -2.879 5.367 3.092
H -3.347 4.181 4.337
C -3.293 7.896 6.865
C -3.575 8.351 5.440
O -2.291 8.484 4.832
S -1.283 7.385 5.477
O -1.235 6.249 4.598
O -0.108 8.062 5.938
O -2.193 6.991 6.763
H -2.985 8.736 7.494
H -4.153 7.401 7.318
H -4.118 9.296 5.405
H -4.134 7.590 4.887
C -7.045 -3.272 -1.940
C -6.415 -1.886 -1.957
O -5.121 -2.061 -1.380
S -4.572 -3.545 -1.750
O -3.704 -3.430 -2.889
O -4.181 -4.198 -0.535
O -5.983 -4.175 -2.248
H -7.425 -3.521 -0.945
H -7.851 -3.367 -2.670
H -6.995 -1.158 -1.389
H -6.282 -1.525 -2.981
C 5.951 -1.089 -6.589
C 5.214 -1.680 -5.395
O 6.054 -2.733 -4.923
S 7.605 -2.333 -5.194
O 8.145 -1.782 -3.983
O 8.232 -3.407 -5.908
O 7.332 -1.111 -6.229
H 5.821 -1.711 -7.480
H 5.630 -0.070 -6.809
H 4.229 -2.064 -5.663
H 5.111 -0.943 -4.591

Output
Orbital gap (eV): 9.176
Spin multiplicity: 1
Highest occupied orbital energy (eV): -8.93
LUMO energy (Eh): 0.00920

=====

This record from the Open Molecules 2025 dataset describes a cluster of 3 separate species, C22H46IN2O9 in total. The level of theory is ωB97M-V/def2-TZVPD.

CARTESIAN COORDINATES (ANGSTROEM)
C 2.015 -1.278 -0.035
C 2.336 -1.185 -1.320
C 1.702 -0.209 -2.287
I 2.833 -0.554 -4.203
N 1.850 1.174 -1.898
C 1.603 2.156 -2.950
C 0.958 3.429 -2.375
C 3.085 1.490 -1.223
O 2.836 1.417 0.158
C 3.909 1.048 0.978
C 0.119 -0.631 -2.357
C -0.610 -0.177 -3.666
O -1.184 1.110 -3.556
C -1.803 1.520 -4.754
N -0.002 -2.039 -2.170
C 0.353 -2.945 -3.258
C -0.745 -3.980 -3.456
O -0.403 0.100 -1.280
C -1.541 -0.334 -0.516
C -2.831 -0.554 -1.307
C -4.071 -0.021 -0.575
C -4.052 1.497 -0.404
C -4.363 -0.756 0.728
C -1.284 -1.517 0.496
O -0.713 -1.176 1.559
O -1.710 -2.651 0.173
H 2.250 -2.197 0.484
H 1.535 -0.505 0.535
H 3.037 -1.898 -1.725
H 2.527 2.427 -3.465
H 0.936 1.768 -3.701
H 0.597 3.216 -1.374
H 1.697 4.224 -2.272
H 0.147 3.786 -3.001
H 3.927 0.855 -1.522
H 3.377 2.518 -1.456
H 4.776 1.708 0.913
H 4.209 0.017 0.771
H 3.522 1.053 1.993
H -1.432 -0.889 -3.800
H 0.014 -0.258 -4.558
H -1.119 2.140 -5.342
H -2.681 2.111 -4.508
H -2.098 0.664 -5.360
H -0.904 -2.312 -1.794
H 0.543 -2.457 -4.212
H 1.259 -3.491 -2.981
H -1.050 -4.403 -2.503
H -1.607 -3.549 -3.962
H -0.381 -4.793 -4.085
H -1.733 0.500 0.152
H -3.011 -1.613 -1.484
H -2.826 -0.067 -2.281
H -4.901 -0.232 -1.256
H -5.057 1.911 -0.399
H -3.501 1.816 0.476
H -3.553 1.936 -1.270
H -5.389 -0.583 1.050
H -3.728 -0.361 1.523
H -4.137 -1.815 0.662
C 2.023 2.180 5.035
C 0.650 2.366 4.426
O 0.751 3.128 3.223
O 2.615 3.447 5.302
H 1.978 1.630 5.976
H 2.667 1.629 4.336
H 0.020 2.936 5.108
H 0.181 1.404 4.208
H 1.164 2.545 2.574
H 2.346 4.014 4.568
C 0.448 -2.940 5.737
C -0.323 -1.640 5.791
O -0.179 -0.924 4.571
O 1.821 -2.700 5.475
H 0.378 -3.468 6.689
H 0.037 -3.582 4.947
H 0.089 -0.996 6.569
H -1.381 -1.824 6.006
H -0.665 -1.388 3.876
H 1.847 -1.979 4.832

Output
Orbital gap (eV): 7.305
Net charge: -1
Spin multiplicity: 1
Highest occupied orbital energy (eV): -5.13
LUMO energy (Eh): 0.07987